C3H5NO | ωB97M-V with the def2-TZVPD basis set

Geometry as XYZ:
```
10
Properties=species:S:1:pos:R:3:mulliken_charge:R:1
C 0.72802 0.90706 0.60661 -0.73
O 0.59079 0.48081 -0.73901 -0.33
C -0.11174 -0.72365 -0.85660 -0.26
C -1.37006 -0.69789 -0.07879 0.31
N -2.28689 -0.59013 0.61334 -0.40
H 1.36012 1.79402 0.59506 0.24
H 1.19393 0.13153 1.23100 0.31
H -0.24412 1.16170 1.04672 0.31
H 0.48470 -1.57906 -0.50607 0.27
H -0.34474 -0.88439 -1.91227 0.27
```

Results
LUMO energy = 0.838 eV
HOMO-LUMO gap = 11.68 eV
2S+1 = 1
highest occupied orbital energy = -10.8 eV



C6H5BeO6 | ωB97M-V with the def2-TZVPD basis set

Geometry as XYZ:
```
18
Properties=species:S:1:pos:R:3:mulliken_charge:R:1
O 1.08227 -1.98873 0.06737 -0.35
C 1.26779 -0.70531 -0.18016 0.26
Be -0.37707 -0.20544 1.79725 -0.28
O 1.45060 1.48727 0.69290 -0.55
C 0.94406 0.35738 0.65757 0.54
C -1.01849 1.39607 1.88969 0.74
O -1.36718 2.49967 1.86689 -0.17
C 1.75242 -0.51698 -1.67647 0.52
O 0.74038 -0.88108 -2.46086 -0.59
C 1.70282 0.98375 -2.06334 0.17
O 1.01816 1.90763 -2.22129 -0.16
H 2.67239 -0.88287 -2.11505 0.38
C -1.98825 -2.14614 1.61044 -0.53
O -0.68676 -1.64482 1.92969 -0.32
H -2.01810 -2.50404 0.56381 0.28
H -2.76961 -1.37259 1.73637 0.27
H -2.21591 -2.97783 2.29392 0.24
H 0.45826 -2.08075 0.86683 0.56
```

Results
LUMO energy (spin up / spin down) = -7.200 / -7.207 eV
HOMO-LUMO gap (spin up / spin down) = 6.32 / 6.43 eV
2S+1 = 1
highest occupied orbital energy (spin up / spin down) = -13.5 / -13.6 eV
net charge = +1



C28H51F2N2O9P2S | ωB97M-V with the def2-TZVPD basis set

Geometry as XYZ:
```
95
Properties=species:S:1:pos:R:3:mulliken_charge:R:1
C 4.31702 3.36297 1.29649 -1.26
C 4.56444 1.89176 0.98276 -0.31
O 3.40071 1.15083 1.28907 -0.24
C 3.64675 -0.20565 1.67508 -0.81
C 2.35974 -0.80169 2.26951 -0.41
C 1.79900 -1.80403 1.25488 -0.26
C 0.35560 -2.22521 1.49761 -2.35
C -0.73902 -1.13779 1.36955 -0.88
C -1.06653 -0.55524 -0.01539 2.50
C -0.62149 -1.55749 -1.11559 -1.91
C -0.86150 -1.27629 -2.61361 0.09
C -1.88608 -2.15072 -3.33640 -1.60
F -1.06956 0.07671 -2.87196 -0.32
N -0.16345 0.65976 -0.30680 1.08
O 0.80940 0.84230 0.70079 -0.32
C -0.90321 1.96444 -0.52367 -0.99
C -0.54655 2.70354 -1.79709 -1.25
C 0.95565 2.89896 -1.93730 -0.28
O 1.53261 3.80461 -1.42831 -0.52
C 1.65095 1.83600 -2.73444 0.34
C 1.36930 1.63180 -4.08913 -0.24
C 2.00977 0.59810 -4.78184 -0.81
C 2.90972 -0.24060 -4.12938 -0.75
C 3.20996 -0.04003 -2.78181 -0.48
C 2.57584 1.00610 -2.09198 0.76
C -2.39385 1.68237 -0.13970 1.41
C -3.50286 2.37672 -0.95364 -0.79
F -3.46986 3.73735 -0.73184 -0.48
C -3.57073 2.13479 -2.47887 -0.23
C -3.36150 3.38837 -3.34539 -1.55
P -2.44772 2.53179 1.52978 0.30
O -1.69250 3.91353 1.29421 -0.56
O -1.46356 1.68056 2.46603 -0.58
S -4.17949 2.86460 2.33682 -0.34
C -2.49407 0.08930 -0.10381 -0.50
N -3.25127 -0.40678 -1.24015 0.00
C -3.43613 -0.22763 1.13440 -1.49
P -4.17467 -1.89469 1.07635 0.69
O -5.44488 -1.88477 0.36094 -0.75
O -3.13223 -2.94583 0.41038 -0.52
O -4.37602 -2.37662 2.59569 -0.59
H 3.82013 3.86616 0.47258 0.27
H 3.63401 3.39996 2.14057 0.30
H 5.23627 3.88290 1.53613 0.41
H 5.42495 1.55521 1.56031 0.50
H 4.83399 1.80614 -0.07425 0.18
H 3.93857 -0.75753 0.77533 0.26
H 4.49538 -0.25340 2.35674 0.48
H 2.62766 -1.28322 3.20223 0.52
H 1.69548 0.04030 2.39678 0.09
H 2.43777 -2.68464 1.30877 0.60
H 1.95320 -1.35739 0.27614 -0.30
H 0.30039 -2.55269 2.53706 0.89
H 0.13148 -3.12506 0.92960 0.34
H -0.48677 -0.34147 2.05875 0.29
H -1.61477 -1.59316 1.80180 0.57
H 0.45372 -1.63804 -1.01729 -0.35
H -1.05488 -2.51706 -0.86654 0.71
H 0.08402 -1.48640 -3.11208 0.57
H -2.76404 -1.54347 -3.53638 0.46
H -1.49946 -2.43414 -4.30678 0.41
H -2.14255 -3.02806 -2.75530 0.35
H 0.39874 0.55212 -1.16118 0.02
H 1.58666 1.31110 0.34267 0.19
H -0.42304 2.58590 0.22759 1.24
H -0.96932 2.28416 -2.70097 0.46
H -0.97457 3.69600 -1.67640 0.67
H 0.65447 2.26704 -4.58969 0.54
H 1.77030 0.45435 -5.82271 0.45
H 3.39309 -1.05189 -4.65118 0.44
H 3.90715 -0.67695 -2.26396 0.52
H 2.85640 1.14971 -1.05626 -0.44
H -4.44204 2.03210 -0.52482 0.95
H -2.92027 1.34311 -2.81640 -0.12
H -4.58027 1.80235 -2.70227 0.53
H -2.54614 4.01539 -3.01096 0.25
H -3.10273 3.05221 -4.34648 0.45
H -4.27259 3.96745 -3.41968 0.41
H -2.13974 4.57474 1.84269 0.50
H -1.50185 2.08286 3.34684 0.41
H -4.23501 -0.20001 -1.17966 0.56
H -3.07521 -1.37584 -1.43967 0.39
H -2.94913 -0.11887 2.09718 0.53
H -4.30331 0.41061 1.02961 0.91
H -2.75284 -3.56107 1.04777 0.38
H -3.55809 -2.72285 2.97571 0.39
C 2.76077 -5.60874 5.11195 -1.21
C 2.93328 -4.43392 4.16921 -0.04
O 2.37858 -3.23190 4.70987 -0.50
H 1.70489 -5.76888 5.33075 0.31
H 3.17173 -6.52163 4.68021 0.35
H 3.26684 -5.41898 6.06061 0.34
H 2.41261 -4.61832 3.22928 0.21
H 3.99369 -4.27528 3.94703 0.27
H 2.83469 -3.04714 5.53695 0.28
```

Results
LUMO energy = -2.398 eV
HOMO-LUMO gap = 9.14 eV
2S+1 = 1
highest occupied orbital energy = -11.5 eV
net charge = +1



C5H6N | ωB97M-V with the def2-TZVPD basis set

Geometry as XYZ:
```
12
Properties=species:S:1:pos:R:3:mulliken_charge:R:1
C 0.43208 1.49133 -0.50681 -0.43
C 0.98275 -0.51611 0.69353 -0.20
C 0.07097 -1.14181 -0.37848 -0.38
C 0.89231 0.08483 -0.63630 0.18
C -0.09890 0.57157 0.68962 -0.08
N -1.09501 -0.52200 0.26232 -0.16
H 1.05890 2.16154 -0.10766 0.27
H -0.31288 1.97159 -1.11853 0.27
H 1.63622 -0.92277 1.56699 0.38
H -0.04623 -1.93504 -1.12462 0.43
H -1.93507 -0.28487 -0.42572 0.36
H -1.58515 -0.95825 1.08565 0.36
```

Results
LUMO energy = -4.359 eV
HOMO-LUMO gap = 10.27 eV
2S+1 = 1
highest occupied orbital energy = -14.6 eV
net charge = +1



C4H9N | ωB97M-V with the def2-TZVPD basis set

Geometry as XYZ:
```
14
Properties=species:S:1:pos:R:3:mulliken_charge:R:1
N 1.38724 -1.48788 -0.55637 -0.65
C 1.55219 -0.07594 -0.07760 -0.26
C -2.25681 0.76094 0.26417 -1.33
C -0.89830 0.22721 0.40701 0.08
C 0.21338 0.73328 -0.21696 -0.29
H 0.64370 -1.90118 0.03910 0.22
H 2.19009 -2.15749 -0.38253 0.26
H 1.90952 -0.07732 1.03978 0.20
H 2.48792 0.56589 -0.59803 0.25
H -2.38646 1.29506 -0.66184 0.34
H -2.57983 1.53583 0.84985 0.39
H -3.09724 0.10641 0.61306 0.31
H -0.89189 -0.65121 1.13917 0.21
H 0.35072 1.82621 -0.40370 0.28
```

Results
LUMO energy = 1.036 eV
HOMO-LUMO gap = 9.76 eV
2S+1 = 1
highest occupied orbital energy = -8.7 eV



H12O6 | ωB97M-V with the def2-TZVPD basis set

Geometry as XYZ:
```
18
Properties=species:S:1:pos:R:3:mulliken_charge:R:1
O 1.41467 0.70394 1.34389 -0.63
H 0.65567 1.08194 1.78389 0.30
H 1.42767 -0.16306 1.66989 0.30
O -3.42333 -1.82606 0.77389 -0.64
H -4.01033 -1.30806 1.37389 0.27
H -2.95933 -1.17906 0.30989 0.43
O 2.80667 -1.67406 -0.37211 -0.58
H 2.09467 -1.31206 -0.86211 0.32
H 3.34267 -1.97306 -1.07211 0.31
O 2.04367 1.63194 -1.16511 -0.64
H 1.79967 2.54194 -0.93511 0.30
H 1.98367 1.21194 -0.35511 0.37
O 0.18467 -0.62706 -1.13111 -0.63
H 0.49267 0.20694 -1.49611 0.34
H -0.29233 -0.46206 -0.34111 0.23
O -2.43733 0.66694 0.10789 -0.64
H -1.91833 1.42694 -0.22511 0.31
H -3.20533 1.05194 0.59189 0.28
```

Results
LUMO energy = -0.185 eV
HOMO-LUMO gap = 10.81 eV
2S+1 = 1
highest occupied orbital energy = -11.0 eV



no.,E_tot (eV)
1,-6728.43531
2,-18977.04180
3,-86114.57539
4,-6758.79785
5,-5781.46697
6,-12479.57698